1.
Molecular formula: C9H18ClNa3O13
Method: DFT, the ωB97M-V functional and the def2-TZVPD basis

Output
**F_max**: 6.1 eV/A
**LUMO level**: -7.602 eV
**Calculated total energy**: -2278.16768 a.u.
**Molar mass**: 438.65 g mol⁻¹
**HOMO**: -0.506 Ha
**Kohn-Sham gap**: 6.2 eV
**Total charge**: +2

Each line ends with the natural charge from an NBO analysis.
Cartesian coordinates (Å):
Na (1.928, -4.927, 0.899)  0.983
Na (-0.285, -4.066, -3.180)  0.997
Na (-2.914, -3.516, 1.887)  0.997
Cl (-0.441, -1.988, -0.356)  2.569
O (-1.305, -1.954, -1.496)  -0.879
O (0.158, -3.251, -0.303)  -0.994
O (0.659, -1.036, -0.479)  -0.793
O (-1.220, -1.723, 0.831)  -0.891
C (-1.491, 5.007, -2.430)  -0.261
O (-0.984, 3.663, -2.603)  -0.510
C (-1.614, 2.782, -3.399)  0.984
O (-2.639, 3.118, -3.943)  -0.627
O (-1.064, 1.587, -3.237)  -0.496
C (-1.602, 0.432, -3.883)  -0.265
H (-1.433, 5.621, -3.328)  0.198
H (-0.869, 5.578, -1.740)  0.205
H (-2.493, 5.079, -2.008)  0.198
H (-1.023, -0.409, -3.501)  0.176
H (-1.376, 0.376, -4.948)  0.187
H (-2.685, 0.336, -3.959)  0.212
C (-2.974, 1.718, 0.329)  -0.255
O (-2.618, 2.888, 1.060)  -0.519
C (-3.315, 3.279, 2.221)  1.002
O (-4.185, 2.604, 2.766)  -0.642
O (-2.714, 4.332, 2.721)  -0.489
C (-2.774, 4.704, 4.079)  -0.278
H (-3.362, 1.894, -0.675)  0.198
H (-3.625, 1.042, 0.881)  0.186
H (-2.119, 1.042, 0.303)  0.178
H (-3.827, 4.944, 4.226)  0.198
H (-2.216, 5.558, 4.463)  0.224
H (-2.763, 3.894, 4.807)  0.198
C (3.426, -2.328, 0.901)  -0.264
O (4.834, -2.689, 1.052)  -0.460
C (5.021, -3.923, 1.578)  1.021
O (4.120, -4.657, 2.058)  -0.746
O (6.309, -4.314, 1.261)  -0.464
C (6.589, -5.688, 1.190)  -0.267
H (3.349, -1.283, 0.598)  0.255
H (2.872, -2.401, 1.837)  0.196
H (2.933, -2.922, 0.132)  0.131
H (6.204, -6.293, 2.011)  0.202
H (7.589, -6.070, 0.985)  0.241
H (5.940, -6.043, 0.390)  0.163

Atomic forces in eV per Å
Na 0.49 0.30 0.42
Na -0.19 0.56 0.13
Na 0.08 0.63 -0.07
Cl 1.05 5.99 -0.38
O -0.39 -0.49 -0.79
O 1.52 -5.32 0.54
O -1.84 -0.97 0.24
O -0.27 -0.86 0.39
C -0.08 0.68 -0.25
O 1.17 -0.10 0.45
C -2.02 2.60 1.46
O 0.36 -1.44 -0.90
O 0.22 -0.64 -0.32
C 0.44 0.02 -1.48
H -0.25 -0.56 -0.40
H 0.47 -0.85 0.22
H -0.11 -0.62 -0.30
H -0.64 0.08 0.62
H 0.51 0.75 -0.28
H -0.09 0.13 1.19
C -0.08 -1.14 1.02
O -0.91 1.12 0.94
C -0.13 -3.06 0.66
O 1.35 1.38 -1.27
O 1.88 0.53 -1.41
C -3.39 -0.43 1.63
H 0.07 0.42 0.21
H -0.87 0.65 0.17
H 0.70 0.62 -0.49
H -0.18 0.71 0.15
H 0.59 -0.24 -1.21
H 1.02 -0.58 -0.46
C 0.37 0.50 0.59
O -1.04 -1.05 0.73
C 0.44 -1.74 -1.40
O 1.73 1.64 -1.36
O -1.64 2.09 1.35
C -1.98 -2.52 -0.30
H 0.45 -0.19 -0.12
H 0.22 -0.17 0.15
H 0.25 -0.11 -0.28
H 0.19 0.57 0.64
H 0.27 1.40 0.07
H 0.27 -0.30 -0.51

***

2.
Molecular formula: C9H18ClNaO13
Method: DFT, the ωB97M-V functional and the def2-TZVPD basis

Output
**F_max**: 4.1 eV/A
**LUMO level**: -1.530 eV
**Calculated total energy**: -1954.06624 a.u.
**Molar mass**: 392.67 g mol⁻¹
**HOMO**: -0.339 Ha
**Kohn-Sham gap**: 7.7 eV

Each line ends with the natural charge from an NBO analysis.
Cartesian coordinates (Å):
Na (0.177, -0.741, -3.621)  0.991
Cl (-0.862, 0.158, -0.181)  2.563
O (-0.663, -1.260, -0.248)  -0.904
O (-2.179, 0.386, 0.328)  -0.848
O (0.121, 0.704, 0.737)  -0.836
O (-0.815, 0.584, -1.546)  -0.961
C (-4.560, -0.902, -1.928)  -0.270
O (-4.423, -2.033, -2.807)  -0.503
C (-3.752, -3.064, -2.343)  0.977
O (-3.493, -3.303, -1.170)  -0.641
O (-3.306, -3.814, -3.308)  -0.521
C (-2.728, -5.107, -3.198)  -0.246
H (-4.447, -1.127, -0.867)  0.237
H (-5.630, -0.709, -2.001)  0.188
H (-3.933, -0.067, -2.240)  0.197
H (-2.197, -5.283, -4.134)  0.185
H (-3.466, -5.898, -3.067)  0.197
H (-1.936, -5.090, -2.449)  0.201
C (0.863, -0.480, 3.679)  -0.259
O (1.667, 0.330, 4.510)  -0.509
C (1.092, 1.348, 5.240)  0.991
O (-0.103, 1.687, 5.149)  -0.640
O (2.019, 2.034, 6.003)  -0.510
C (1.652, 3.207, 6.661)  -0.271
H (0.264, 0.162, 3.033)  0.227
H (0.294, -1.233, 4.225)  0.185
H (1.552, -0.939, 2.970)  0.195
H (2.363, 4.031, 6.721)  0.195
H (1.739, 2.942, 7.715)  0.176
H (0.618, 3.512, 6.495)  0.217
C (4.702, 0.409, -1.629)  -0.261
O (3.909, 1.583, -1.640)  -0.477
C (2.807, 1.576, -2.433)  1.020
O (2.298, 0.667, -3.033)  -0.724
O (2.361, 2.820, -2.375)  -0.474
C (1.099, 3.110, -2.967)  -0.279
H (4.083, -0.450, -1.370)  0.191
H (5.412, 0.588, -0.821)  0.211
H (5.149, 0.172, -2.594)  0.184
H (0.980, 2.689, -3.965)  0.169
H (0.901, 4.148, -3.235)  0.212
H (0.373, 2.654, -2.293)  0.227

Atomic forces in eV per Å
Na 0.13 0.58 1.06
Cl -1.06 -2.61 2.93
O 0.69 -1.14 -0.12
O -0.19 0.90 -0.04
O -0.17 0.73 -1.57
O 1.00 1.90 -2.21
C -1.53 -0.15 0.55
O 0.52 0.31 -0.44
C 1.26 -0.96 3.78
O -0.68 0.44 -1.15
O -0.32 -0.27 -3.04
C 0.78 0.34 0.34
H 0.74 -0.33 -0.26
H 0.12 0.75 -0.27
H -0.06 -0.24 -0.04
H -0.35 0.12 -0.19
H 0.00 0.23 0.32
H -0.41 -0.25 0.45
C -0.36 0.42 -1.21
O 0.68 2.03 2.64
C -2.36 1.11 -1.11
O 3.24 -1.13 0.47
O 0.21 -2.03 -2.45
C -0.91 0.09 2.54
H -0.51 -0.20 0.38
H -0.02 0.24 0.04
H 0.12 -0.27 0.37
H 0.28 -0.09 -1.63
H -0.63 -0.21 0.41
H 0.26 0.05 -0.40
C -0.35 -0.75 0.51
O -0.98 -0.24 -1.38
C 0.73 1.57 1.53
O -0.06 -1.05 -0.43
O 0.19 0.86 -0.57
C -0.96 -0.94 -0.57
H -0.03 -0.03 0.16
H 0.18 -0.18 -0.39
H 0.24 0.42 0.03
H 0.33 -0.76 0.02
H 0.69 0.31 1.19
H -0.44 0.44 -0.25

***

- The highest molar mass belongs to which entry?
  C9H18ClNa3O13